Molecular formula: CHBrF2O
Method: DFT, ωB97M-V/def2-TZVPD

Summary:
Structure (SMILES): OC(F)(F)Br
Kohn-Sham gap in eV: 11.49
LUMO in eV: 0.528
Energy relative to the best compared isomer or geometry (same formula, charge and spin) in kJ/mol: 0.0

Structure (XYZ):
```
6
CHBrF2O ωB97M-V/def2-TZVPD
O -0.31067 0.45546 0.42035
C -1.52363 0.06290 0.06111
F -1.68670 0.02324 -1.27443
F -2.43184 0.89518 0.54349
Br -1.96752 -1.76404 0.72425
H 0.39076 -0.06044 -0.00197
```